The following is a quantum chemistry calculation of a cluster of 2 separate species, C3H9NO2 in total at a distorted geometry, from OMol25.

Output
ΔE to the lowest compared entry with this formula, charge and spin (kcal per mole): 27.8
HOMO level (eV): -9.7
E_tot (eV): -8841.7508
SMILES string: CCC(N)=O.O
Lowest unoccupied orbital energy (Ha): 0.030

Each line ends with the Löwdin charge.
Atoms and positions in Å:
O1 0.66969 -0.08515 -1.23704  -0.0019
O2 0.58871 -2.93834 -0.23226  -0.1088
N1 1.00636 2.19087 -1.07676  0.1729
C1 -0.93329 -0.51038 1.00391  -0.1319
C2 0.51037 0.98605 -0.60931  -0.4861
C3 -0.40784 0.85990 0.62365  -0.1951
H1 -1.63565 -1.02564 0.36163  0.0693
H2 0.32954 -2.17541 -0.75987  -0.0157
H3 -1.23817 1.51885 0.24706  0.1217
H4 0.01809 -3.69280 -0.62758  0.0892
H5 -0.08526 -1.25548 1.08853  0.0784
H6 0.87915 2.95608 -0.44240  0.0998
H7 0.23809 1.27758 1.57903  0.1663
H8 -1.50179 -0.27170 1.92597  0.0788
H9 1.56203 2.16557 -1.84458  0.0633